# 1
Density functional theory data (ωB97M-V/def2-TZVPD) for C46H71MoN4OSSi3 as an isolated structure.

Summary:
* max |F|: 2.83 eV/Å
* energy above the lowest of the compared OMol25 structures with the same formula, charge and spin: 34.00 kcal per mole
* spin multiplicity: 4
* total energy: -3424.43267 hartree
* total charge: -2
* ⟨S²⟩: 3.81
* gap between HOMO and LUMO (alpha / beta): 4.4529 / 4.4084 eV

Positions of all 127 atoms, in Å:
Mo  -0.2797  0.1307  0.6094
O  -0.6585  -0.4834  2.6560
N  -0.1110  0.1712  3.6834
C  -0.5474  -0.0841  4.9371
C  -0.0558  0.5611  6.0283
C  0.9477  1.5668  5.8472
C  1.3810  1.8207  4.5655
C  0.9081  1.1183  3.4690
S  1.3329  1.5094  1.8162
H  -1.3090  -0.8498  4.9902
H  -0.4267  0.3300  7.0148
H  1.3521  2.0985  6.6925
H  2.1310  2.5715  4.3850
C  -4.4298  -3.4114  1.1961
C  -4.4786  -2.1662  0.3074
C  -5.6978  -2.2332  -0.6172
C  -4.4610  -0.9222  1.1756
C  -5.5397  -0.7747  2.0312
C  -5.6289  0.2690  2.9294
C  -4.5862  1.1760  2.9709
C  -3.4879  1.0798  2.1343
C  -2.4785  2.2037  2.1931
C  -2.1786  2.6672  3.6219
C  -2.9742  3.3915  1.3645
C  -3.3928  0.0229  1.1896
N  -2.3988  0.0035  0.2147
C  -2.9512  -0.0504  -1.0354
C  -2.3603  -0.1694  -2.2689
N  -1.1034  -0.4775  -2.5732
C  -0.6043  -0.2459  -3.8183
C  0.0961  -1.2581  -4.5369
C  0.7429  -0.9404  -5.7200
C  0.7125  0.3257  -6.2703
C  -0.0336  1.2942  -5.6265
C  -0.6964  1.0382  -4.4421
C  -1.5054  2.1855  -3.8690
C  -2.7048  2.4863  -4.7746
C  -0.6634  3.4532  -3.7100
C  0.0833  -2.7490  -4.2207
C  1.4827  -3.3104  -3.9349
C  -0.8321  -3.1682  -3.0846
H  -4.3352  -4.3083  0.5862
H  -5.3348  -3.4993  1.7958
H  -3.5756  -3.3521  1.8648
H  -3.5976  -2.1741  -0.3320
H  -6.6296  -2.2884  -0.0568
H  -5.6248  -3.1183  -1.2478
H  -5.7382  -1.3593  -1.2626
H  -6.3496  -1.4896  1.9864
H  -6.4946  0.3783  3.5727
H  -4.6531  2.0110  3.6550
H  -1.5464  1.8290  1.7333
H  -2.9497  3.3504  3.9813
H  -1.2230  3.1888  3.6564
H  -2.1241  1.8221  4.3039
H  -3.9433  3.7361  1.7258
H  -3.0786  3.1055  0.3230
H  -2.2632  4.2132  1.4243
H  -4.0313  0.1107  -1.0678
H  -3.0753  -0.0667  -3.1019
H  1.2560  -1.7276  -6.2611
H  1.2236  0.5474  -7.1998
H  -0.1029  2.2753  -6.0804
H  -1.8863  1.9044  -2.8879
H  -2.3643  2.7349  -5.7791
H  -3.2766  3.3315  -4.3891
H  -3.3659  1.6243  -4.8500
H  -0.3244  3.8184  -4.6785
H  0.2046  3.2508  -3.0900
H  -1.2501  4.2417  -3.2369
H  -0.2810  -3.2369  -5.1421
H  1.8687  -2.8882  -3.0130
H  2.1708  -3.0846  -4.7452
H  1.4295  -4.3934  -3.8198
H  -0.4726  -2.7313  -2.1616
H  -0.8258  -4.2564  -2.9909
H  -1.8538  -2.8394  -3.2516
C  6.6364  0.8269  1.4582
Si  4.9351  1.7520  1.2503
C  5.5837  3.4979  0.6593
C  4.5571  2.1422  3.1119
C  1.9439  0.0951  0.9609
Si  3.2080  0.5728  -0.4961
C  2.8412  2.2455  -1.3618
C  2.0885  -0.6390  -1.6170
C  4.8288  -0.0523  -1.3664
Si  2.3394  -1.4587  1.9079
C  2.4165  -1.6106  3.8291
C  3.9788  -2.3014  1.3952
C  0.9152  -2.5679  1.3135
C  0.9099  -3.9340  1.5252
C  -0.1163  -4.7354  1.0496
C  -1.0977  -4.0992  0.2803
C  -1.0210  -2.7456  0.0774
N  -0.0769  -1.9464  0.6043
H  7.3366  1.3526  2.1067
H  7.1229  0.6891  0.4967
H  6.4770  -0.1606  1.8799
H  6.2476  3.9864  1.3728
H  4.7510  4.1705  0.4746
H  6.1277  3.3988  -0.2770
H  5.4186  2.5044  3.6729
H  4.1851  1.2543  3.6152
H  3.7809  2.8986  3.1745
H  3.7639  2.7619  -1.5975
H  2.3015  2.0945  -2.2907
H  2.2464  2.8955  -0.7316
H  1.0193  -0.3977  -1.5290
H  2.1958  -1.6650  -1.2519
H  2.3298  -0.6409  -2.6803
H  5.5721  0.7352  -1.4051
H  4.6287  -0.3631  -2.3854
H  5.2768  -0.8942  -0.8535
H  2.8014  -0.7066  4.2884
H  3.0723  -2.4313  4.1077
H  1.4353  -1.8044  4.2497
H  4.8102  -1.8902  1.9561
H  4.1808  -2.1452  0.3466
H  3.9524  -3.3722  1.5730
H  1.7226  -4.3700  2.0913
H  -0.1573  -5.7952  1.2548
H  -1.9082  -4.6634  -0.1571
H  -1.7512  -2.2300  -0.5270
C  -0.4937  1.9873  -0.5480
H  -1.4991  2.2329  -0.9032
H  0.0945  1.7580  -1.4402
H  -0.0881  2.9312  -0.1537

Here are the Löwdin charges for atoms 1 to 4, given in e: number 1, Mo, carries 1.3973; number 2, O, carries -0.2680; number 3, N, carries -0.2220; number 4, C, carries -0.1083



# 2
Density functional theory data (ωB97M-V/def2-TZVPD) for a 2-piece molecular cluster, C6H16NO overall.

Summary:
* max |F|: 5.75 eV/Å
* energy above the lowest of the compared OMol25 structures with the same formula, charge and spin: 143.54 kcal per mole
* total energy: -367.75369 hartree
* total charge: +1
* gap between HOMO and LUMO: 4.4751 eV

Positions of all 24 atoms, in Å:
C  0.8684  -1.5035  -0.8282
O  1.7400  -0.6379  0.0553
C  -0.4628  -1.5484  -0.2873
C  -1.4545  -0.3881  -0.4461
C  -1.0998  0.5444  -1.4561
C  -1.7569  0.1655  0.9825
C  -2.7476  1.3223  0.9371
N  4.8081  0.6001  0.5851
H  1.3489  -2.5319  -1.0085
H  0.9730  -1.0052  -1.7864
H  1.1010  -0.3400  0.6851
H  -0.6660  -2.7262  -0.1431
H  -2.4335  -0.8439  -0.8532
H  -1.8035  1.4497  -1.7537
H  -0.3061  1.1965  -1.0319
H  -0.6898  0.0427  -2.3366
H  -2.1122  -0.5632  1.7706
H  -0.8653  0.6508  1.4758
H  -2.9905  1.7391  1.9097
H  -3.8695  1.0928  0.5334
H  -2.2741  2.0655  0.3735
H  4.7016  1.2299  1.2800
H  4.2348  -0.2527  0.8506
H  5.7565  0.2417  0.4926

Here are the natural (NBO) charges for atoms 1 to 4, given in e: number 1, C, carries -0.2823; number 2, O, carries -0.5859; number 3, C, carries 0.4163; number 4, C, carries -0.3628



# 3
Density functional theory data (ωB97M-V/def2-TZVPD) for one molecule with the formula C4H6N2.

Summary:
* max |F|: 1.55 eV/Å
* energy above the lowest of the compared OMol25 structures with the same formula, charge and spin: 9.36 kcal per mole
* total energy: -265.52066 hartree
* total charge: 0
* structure (SMILES): Cc1c[nH]cn1
* gap between HOMO and LUMO: 9.5944 eV

Positions of all 12 atoms, in Å:
C  -1.4030  -0.6264  1.1131
C  -0.3389  -0.2287  0.1345
C  0.0284  1.0633  -0.1498
N  1.1580  0.9338  -0.9149
C  1.4316  -0.3851  -1.0288
N  0.5495  -1.1096  -0.3932
H  -1.4597  -1.7090  1.0397
H  -1.1260  -0.4589  2.1490
H  -2.3915  -0.2680  0.8528
H  -0.2284  1.9047  0.4817
H  1.6141  1.5882  -1.5314
H  2.1658  -0.7043  -1.7527

Here are the natural (NBO) charges for atoms 1 to 4, given in e: number 1, C, carries -0.6495; number 2, C, carries 0.1137; number 3, C, carries -0.1432; number 4, N, carries -0.5170